Computed, not measured: a 2-piece molecular cluster, CH3F3 overall, with wB97M-V/def2-TZVPD.

XYZ file:
```
7
Properties=species:S:1:pos:R:3:lowdin_charge:R:1
C -0.868 0.385 0.366 -0.25
H 2.008 -0.136 -0.684 0.10
H -1.588 1.207 0.311 0.12
H -0.580 0.149 1.395 0.13
F 1.770 -0.406 0.173 -0.07
F 0.243 0.731 -0.331 -0.04
F -1.417 -0.717 -0.200 0.02
```

HOMO level (eV): -11.8
Net charge: 0
Relative energy (zero: lowest compared OMol25 entry of this formula, charge and spin) (eV): 0.8505
Frontier orbital gap (eV): 12.85
2S+1: 1
DFT total energy (eV): -9237.09545
Molar mass (g/mol): 72.03

Computed, not measured: a 3-piece molecular cluster, CH3F3N2O overall, with wB97M-V/def2-TZVPD.

XYZ file:
```
10
Properties=species:S:1:pos:R:3:lowdin_charge:R:1
C 1.437 0.167 -0.231 -0.10
N -3.064 -0.281 0.664 -0.01
N -3.199 -0.384 -0.458 0.10
O 0.232 0.204 -0.331 -0.02
F -4.018 -0.156 1.641 0.02
F -4.590 -0.311 -1.005 -0.09
F -2.045 1.878 -0.527 -0.10
H 1.905 -0.610 0.261 0.05
H 2.186 0.977 -0.552 0.11
H -1.501 1.320 0.019 0.04
```

HOMO level (eV): -10.9
Net charge: 0
Relative energy (zero: lowest compared OMol25 entry of this formula, charge and spin) (eV): 3.3221
Frontier orbital gap (eV): 10.69
2S+1: 1
DFT total energy (eV): -14259.67791
Molar mass (g/mol): 116.04

Computed, not measured: an isolated ion of composition CH3F3NS and charge +1, with wB97M-V/def2-TZVPD.

XYZ file:
```
9
Properties=species:S:1:pos:R:3:lowdin_charge:R:1
C 1.385 0.281 0.059 -0.12
N 0.370 -0.630 0.285 -0.11
F -1.768 0.199 -1.443 -0.08
F -1.849 -1.573 0.257 -0.05
F -1.959 0.705 0.882 -0.07
S -1.086 -0.252 -0.050 1.10
H 1.317 1.146 0.729 0.13
H 1.410 0.461 -1.000 0.11
H 2.182 -0.336 0.282 0.09
```

HOMO level (eV): -17.5
Net charge: +1
Relative energy (zero: lowest compared OMol25 entry of this formula, charge and spin) (eV): 1.5629
Frontier orbital gap (eV): 10.03
2S+1: 1
DFT total energy (eV): -21551.12814
Molar mass (g/mol): 118.10

Computed, not measured: CH3F3P2 as an isolated structure, with wB97M-V/def2-TZVPD.

XYZ file:
```
9
Properties=species:S:1:pos:R:3:lowdin_charge:R:1
C -0.396 0.486 0.084 -0.79
F -0.709 1.377 1.036 -0.01
F -0.268 1.136 -1.080 0.01
F -2.753 -0.662 -0.481 -0.39
P 1.774 -0.415 0.794 0.71
P -1.303 -1.114 0.126 0.88
H 2.189 0.864 1.169 -0.18
H 2.264 -0.226 -0.504 -0.18
H -0.799 -1.448 -1.143 -0.05
```

HOMO level (eV): -9.5
Net charge: 0
Relative energy (zero: lowest compared OMol25 entry of this formula, charge and spin) (eV): 0.7279
Frontier orbital gap (eV): 9.23
2S+1: 1
DFT total energy (eV): -27813.90665
Molar mass (g/mol): 133.98